89
Properties=species:S:1:pos:R:3:forces:R:3:lowdin_charge:R:1 method="wB97M-V/def2-TZVPD" e_homo_ev=-3.740 charge=-1 lumo_ev=2.131 homo_lumo_gap_ev=5.871
C 0.089850 -3.091026 3.153083 0.0149 -0.0072 -0.0895 -0.069
C 0.900988 -2.021779 2.414737 -0.1719 -0.1740 0.1637 -0.281
O 0.199604 -0.822282 2.192624 0.1879 0.1309 -0.0579 -0.196
C -0.114057 -0.059560 3.340012 -0.1108 0.0958 -0.1619 -0.224
C -1.492156 -0.350564 3.973697 -0.0812 -0.5126 -0.0659 -0.382
N -2.459858 -0.789061 3.003648 -0.2182 0.1794 -0.0560 -0.365
P -3.773905 -1.534709 3.480888 0.1695 -0.0113 0.0874 0.085
S -3.977195 -3.520434 3.472204 0.0599 0.0742 0.0227 -0.135
H -0.976937 -2.923656 2.979139 0.0763 -0.0425 0.0026 0.037
H 0.341195 -4.087758 2.779663 0.0330 0.0304 0.0516 0.062
H 0.276105 -3.086437 4.230158 -0.0723 0.0832 -0.0490 0.069
H 1.154953 -2.377834 1.413515 0.0535 0.0127 0.0742 0.084
H 1.842844 -1.806470 2.948104 -0.0156 -0.0335 -0.0460 0.110
H 0.673930 -0.205868 4.095085 -0.0185 0.1652 0.0154 0.114
H -0.084403 0.981960 2.999144 -0.0229 -0.0586 0.0507 0.097
H -1.810925 0.590147 4.454536 0.1523 -0.0393 0.1757 0.075
H -1.330750 -1.085839 4.784791 -0.0430 0.0623 -0.0094 0.087
H -4.122342 -1.086086 4.790013 -0.0541 0.0075 0.0350 -0.061
H -4.876429 -1.016253 2.767192 0.1127 0.0349 -0.0915 -0.074
C 1.331988 0.168652 -0.560857 0.0410 -0.0847 -0.1142 -0.037
C 2.110764 1.336292 -1.109263 -0.0840 0.0965 0.1312 -0.169
O 3.250899 0.866000 -1.893136 -0.0335 -0.0157 -0.0363 0.044
C 2.985223 0.499320 -3.126152 0.0825 -0.1305 -0.0465 -0.412
O 1.953406 0.589417 -3.726282 -0.0089 0.0391 0.0113 0.156
C 4.254938 -0.100059 -3.783925 -0.0443 0.1152 0.0028 -0.539
F 4.885287 -0.952118 -2.964097 -0.0164 0.0056 -0.0187 0.155
F 5.115366 0.879858 -4.101654 -0.0133 -0.0551 0.0074 0.161
F 3.939458 -0.756320 -4.898308 0.0219 0.0225 0.0439 0.164
H 1.981313 -0.470835 0.036024 -0.0401 0.0052 0.0473 0.085
H 0.523775 0.507092 0.085106 0.0295 -0.0166 0.0331 0.080
H 0.897637 -0.424112 -1.367529 -0.0041 0.0166 0.0044 0.073
H 2.560560 1.936044 -0.322005 0.0315 -0.0319 -0.0150 0.123
H 1.503905 1.978856 -1.744532 -0.0037 0.0104 -0.0642 0.116
C 4.363846 -5.644670 -2.838026 -0.0619 -0.0319 0.0031 -0.057
C 3.883524 -4.310216 -2.316060 0.1156 0.0488 -0.0111 -0.189
O 2.454385 -4.322940 -2.094005 -0.0569 0.0017 0.0372 0.013
C 2.043607 -4.852169 -0.948945 -0.0811 0.0179 0.0383 -0.395
O 2.719666 -5.338245 -0.092195 -0.0109 -0.0247 -0.0499 0.171
C 0.506091 -4.691482 -0.831202 0.2641 -0.0037 -0.0424 -0.548
F -0.101408 -5.054952 -1.974556 -0.0294 -0.0086 0.0528 0.154
F 0.235782 -3.401196 -0.609361 -0.1665 -0.0566 -0.0140 0.169
F 0.029284 -5.426048 0.157015 -0.0144 0.0778 -0.0437 0.193
H 3.827565 -5.913376 -3.748437 0.0220 0.0110 -0.0081 0.084
H 5.427845 -5.583170 -3.068046 0.0035 0.0001 -0.0032 0.082
H 4.215522 -6.428683 -2.096577 0.0156 0.0140 0.0047 0.078
H 4.034054 -3.514498 -3.041892 -0.0227 -0.0184 -0.0035 0.113
H 4.377488 -4.038456 -1.383756 -0.0251 -0.0206 0.0064 0.128
C 0.309162 -2.201072 -4.030408 0.0039 0.1016 -0.0557 -0.052
C -0.729681 -3.109724 -4.637848 0.0218 -0.1462 0.1269 -0.173
O -1.425453 -2.448130 -5.730943 0.0082 0.0255 -0.0363 0.041
C -0.821554 -2.466100 -6.899776 -0.0688 0.0583 -0.1256 -0.412
O 0.218003 -2.981165 -7.193129 0.0023 0.0038 0.0512 0.164
C -1.696593 -1.735337 -7.951013 0.0537 -0.0671 0.0386 -0.544
F -2.178643 -0.579302 -7.486201 0.0151 -0.0194 -0.0174 0.165
F -2.737796 -2.514262 -8.289854 0.0238 0.0415 0.0055 0.158
F -0.991851 -1.484292 -9.052243 -0.0453 -0.0042 0.0468 0.165
H -0.141909 -1.270252 -3.686702 -0.0069 -0.0207 0.0093 0.084
H 0.762504 -2.702492 -3.176530 0.0208 0.0105 0.0022 0.058
H 1.092806 -1.956851 -4.747609 -0.0095 -0.0240 0.0013 0.078
H -1.515918 -3.355153 -3.928525 -0.0176 0.0373 -0.0266 0.128
H -0.293718 -4.031862 -5.020283 0.0081 0.0249 -0.0080 0.125
C -3.310330 4.392503 8.717869 0.0361 -0.0451 -0.0254 -0.060
C -2.716988 5.493541 7.868845 -0.0545 0.0802 0.0441 -0.198
O -1.749331 4.963465 6.935349 -0.0083 -0.0150 -0.0132 0.027
C -2.252414 4.436499 5.826292 0.0624 -0.0580 -0.0970 -0.396
O -3.402275 4.382077 5.508949 0.0062 0.0305 0.0279 0.174
C -1.106515 3.911911 4.927262 -0.0323 -0.0182 -0.1477 -0.547
F -0.190518 3.255427 5.646192 -0.0212 0.0257 -0.0707 0.167
F -0.501408 4.951604 4.322719 0.0408 0.0431 0.1517 0.152
F -1.574803 3.114096 3.983420 -0.0263 0.0153 0.0941 0.180
H -2.523538 3.843502 9.235202 -0.0097 0.0136 0.0143 0.083
H -3.979331 4.825907 9.461970 -0.0041 -0.0015 0.0030 0.080
H -3.880458 3.694429 8.106710 -0.0080 0.0173 0.0003 0.082
H -2.150466 6.204636 8.466252 0.0155 -0.0252 -0.0043 0.122
H -3.484890 6.027787 7.310268 0.0074 -0.0243 -0.0108 0.122
C -1.660874 3.633400 -3.523687 0.0595 -0.0443 0.0535 -0.056
C -2.042771 4.632555 -2.456647 -0.0814 0.0657 -0.0721 -0.188
O -1.428802 4.307539 -1.186019 0.0585 0.0077 0.0243 0.039
C -0.185805 4.717300 -1.014892 0.0060 -0.0457 0.1279 -0.409
O 0.500318 5.320080 -1.788318 0.0014 -0.0102 -0.0253 0.160
C 0.293941 4.343336 0.412194 -0.1644 -0.0532 -0.1097 -0.548
F -0.028245 3.086541 0.721946 0.0594 0.0834 0.0011 0.173
F -0.281979 5.162313 1.302427 0.0624 -0.0293 -0.0234 0.166
F 1.615347 4.477958 0.504675 -0.0029 0.0160 0.0257 0.166
H -1.931268 2.623180 -3.218415 -0.0006 -0.0058 0.0070 0.086
H -2.194721 3.866315 -4.445302 0.0032 0.0105 -0.0089 0.082
H -0.591113 3.667747 -3.727557 -0.0137 0.0022 -0.0083 0.078
H -3.109433 4.608900 -2.247237 0.0133 -0.0214 0.0228 0.126
H -1.752972 5.646973 -2.728983 0.0242 -0.0169 0.0019 0.123

=====

14
Properties=species:S:1:pos:R:3:forces:R:3:lowdin_charge:R:1 method="wB97M-V/def2-TZVPD" smiles="C=C[C@@H]1C[C@@H]1O" e_homo_ev=-9.201 charge=0 lumo_ev=1.083 e_above_lowest_kcal_mol=44.4 homo_lumo_gap_ev=10.284
O 1.108624 -1.279563 1.222927 -0.2421 0.1904 -0.1118 -0.012
C 1.158741 -0.902772 -0.120976 0.0560 0.1402 -0.3543 -0.317
C -0.045558 -0.959156 -1.014846 -0.0059 -0.6269 0.1537 -0.072
C -1.488403 1.010949 0.722362 0.1728 0.0537 -0.0575 0.011
C -0.270518 1.297799 0.258295 -0.1376 -0.1519 -0.0420 -0.142
C 0.508694 0.380364 -0.628304 0.3361 0.2809 0.1302 -0.240
H 0.520466 -0.658488 1.681765 0.1242 -0.1638 -0.0870 0.085
H 2.110933 -1.165882 -0.593789 -0.2833 0.1615 0.4185 0.145
H 0.013711 -1.366824 -2.020393 0.1589 0.2695 0.0997 0.105
H -0.942341 -1.262457 -0.491319 -0.0423 0.0258 -0.0851 0.091
H -1.986333 0.091679 0.411332 0.0334 0.2968 0.2723 0.054
H -2.033969 1.681911 1.381501 0.1276 -0.0860 -0.1626 0.057
H 0.191087 2.265094 0.492360 -0.0871 -0.4459 0.0487 0.105
H 1.157179 0.891912 -1.327596 -0.2107 0.0557 -0.2229 0.128

=====

51
Properties=species:S:1:pos:R:3:forces:R:3:lowdin_charge:R:1 method="wB97M-V/def2-TZVPD" e_homo_ev=1.628 charge=-2 lumo_ev=3.471 e_above_lowest_kcal_mol=171.8 homo_lumo_gap_ev=1.843
K 17.931123 -13.281896 22.846207 -0.9537 -0.7866 -0.5808 0.515
P 14.931907 -15.799240 21.340383 0.1608 -0.5635 0.2822 -0.167
O 14.472970 -14.346367 21.741764 0.2391 -0.3807 -0.1049 -0.592
O 15.385610 -16.578033 22.623697 0.1684 0.3327 0.7850 -0.538
O 16.213100 -15.734391 20.427679 0.5445 0.6653 -0.1627 -0.513
O 13.888364 -16.677273 20.580118 0.2131 1.0519 0.3798 -0.512
C 12.764460 -14.346224 27.775121 0.8877 -0.3975 0.3550 -0.103
C 13.134744 -14.884479 26.382271 -2.1574 1.1113 0.8981 -0.360
O 14.494621 -14.805330 26.193664 0.6671 -0.3206 0.0796 -0.063
H 13.050940 -15.044023 28.561941 -0.1854 -0.3932 0.0342 0.055
H 11.715610 -14.083157 27.912231 -0.0041 -0.0550 -0.2437 0.060
H 13.395240 -13.491684 28.020022 -0.1545 0.4014 -0.3427 0.060
H 12.596755 -14.241594 25.685598 0.0468 0.1336 -0.4522 0.107
H 12.691466 -15.868987 26.232769 0.3152 -0.3812 0.0560 0.113
H 14.621158 -15.197925 25.326799 0.6924 -0.1706 -0.7662 0.083
C 20.635168 -17.448610 26.154098 -0.4483 -0.3886 -0.2287 -0.096
C 19.258512 -17.749461 25.544650 0.7411 -0.5955 0.8042 -0.358
O 19.103853 -16.973116 24.408548 -0.1220 0.8188 -0.1739 -0.064
H 20.782829 -18.028771 27.064994 0.0198 -0.1002 0.0458 0.059
H 20.725376 -16.393829 26.413704 -0.0328 0.0366 -0.1346 0.064
H 21.408811 -17.722539 25.436780 0.1014 0.1401 0.0268 0.066
H 18.500855 -17.627217 26.318678 -0.3373 0.5535 -0.0182 0.106
H 19.165811 -18.800226 25.270041 0.3103 -0.3908 0.0153 0.105
H 18.178186 -16.985016 24.154363 -0.4886 0.0201 -0.5400 0.089
C 22.376019 -14.948345 18.146416 -0.1053 0.3173 -0.2075 -0.108
C 20.865917 -14.844407 18.244516 0.0886 -0.4504 0.6608 -0.334
O 20.452398 -15.362408 19.498707 0.5547 -0.0064 0.0547 -0.087
H 22.733067 -15.932787 18.448908 -0.0401 0.0664 0.0975 0.072
H 22.848034 -14.157591 18.729507 0.1265 -0.2038 0.2195 0.063
H 22.657260 -14.781257 17.106667 0.1324 -0.0207 -0.1165 0.061
H 20.430736 -15.439016 17.441297 -0.2741 0.2120 -0.1878 0.108
H 20.583306 -13.792913 18.193628 -0.2232 0.0886 -0.4448 0.103
H 19.496400 -15.442632 19.533867 -0.4629 -0.0352 0.0157 0.083
C 21.103596 -10.178643 25.904968 -1.0755 -0.0214 -1.2309 -0.087
C 21.482622 -9.668680 24.502648 0.7458 0.0826 -0.3328 -0.338
O 20.586073 -10.077474 23.479601 -0.7967 -0.6842 0.6023 -0.098
H 21.072942 -11.267642 25.940443 0.5804 -0.0524 -0.0346 0.066
H 20.051064 -9.939965 26.057601 -0.0080 0.4459 0.3093 0.066
H 21.722275 -9.757112 26.697204 0.0070 -0.0467 -0.1603 0.067
H 22.471628 -10.035916 24.228622 0.3163 -0.0966 0.1954 0.096
H 21.539770 -8.582706 24.428622 0.0305 0.2564 0.6312 0.098
H 20.862003 -9.727991 22.629116 0.1577 0.0618 0.0267 0.072
C 14.443449 -8.836694 25.062941 0.8619 0.9827 0.3616 -0.115
C 14.626560 -10.252064 24.677755 -0.7886 -0.6471 -0.6111 -0.341
O 14.934724 -10.351384 23.276692 -0.0792 -0.1824 1.1876 -0.077
H 13.748475 -8.337902 24.387446 -0.2415 -0.0939 0.2419 0.077
H 15.378134 -8.279352 25.000851 0.1943 0.0466 -0.1207 0.066
H 14.152876 -8.784822 26.112213 -0.3821 0.1501 -0.0318 0.071
H 13.664438 -10.730852 24.859954 -0.2023 -0.2845 -0.1127 0.111
H 15.312845 -10.817607 25.308053 0.4962 0.2276 -0.0197 0.108
H 14.569159 -11.219262 23.090341 0.1631 -0.4537 -1.0063 0.078

=====

78
Properties=species:S:1:pos:R:3:forces:R:3:lowdin_spin:R:1 method="wB97M-V/def2-TZVPD" s2=0.7549 e_homo_ev="-10.183 / -11.232" charge=+1 multiplicity=2 lumo_ev="-3.724 / -3.954" e_above_lowest_kcal_mol=37.4 homo_lumo_gap_ev="6.459 / 7.278"
Ti -0.932425 0.993815 0.319490 0.9022 -0.3799 1.3550 0.013
N -0.571053 -0.949496 1.821546 0.0949 0.2067 0.0479 0.014
C 0.064532 -0.549469 3.082702 -0.0908 0.1897 0.1586 0.003
C -0.492640 0.806100 3.491050 0.1247 -0.3638 0.0605 0.000
N -0.356796 1.776917 2.392398 -0.0731 0.2111 0.0216 0.000
C 0.919036 2.515650 2.361429 0.2717 -0.0236 -0.1427 0.000
C 1.923051 1.799607 1.464956 -0.0755 0.1684 0.3546 0.002
N 1.266882 1.461636 0.192523 0.1398 -0.0771 0.0864 0.021
H -0.042695 -1.716385 1.412008 -0.0491 0.0164 -0.1134 0.016
H -1.500330 -1.313788 2.013749 -0.0031 -0.0124 -0.0433 0.001
H -0.103804 -1.268221 3.888825 0.0470 -0.0116 -0.0394 0.000
H 1.139175 -0.487538 2.916062 0.0086 -0.0796 0.0229 0.001
H -1.554579 0.688639 3.710686 0.0151 0.1106 -0.0033 0.000
H 0.009832 1.156683 4.396722 -0.0658 0.0582 -0.0177 0.000
H -1.104635 2.456426 2.486943 0.0033 0.0071 0.0131 0.000
H 0.725760 3.507296 1.953418 -0.0764 -0.0189 0.0412 0.000
H 1.332148 2.635193 3.366626 -0.0232 0.0235 -0.0267 0.000
H 2.800212 2.434379 1.321314 0.0057 -0.0651 -0.0331 0.000
H 2.259465 0.877543 1.933713 0.0508 -0.0217 -0.1008 0.001
H 1.267352 2.273063 -0.417829 0.0065 -0.0242 -0.0493 0.001
H 1.777817 0.721520 -0.280551 0.0061 0.0038 -0.0545 0.024
O -0.436800 -0.361497 -0.788308 0.1044 -0.5892 -0.8803 0.053
C -1.287512 -1.280126 -1.252284 -0.6481 -0.4523 -0.4926 0.005
C -0.902696 -2.620951 -1.345668 0.1933 0.1561 0.1137 0.012
C -1.777575 -3.585758 -1.797763 -0.0485 0.0931 0.0311 0.001
C -3.074157 -3.246277 -2.183798 -0.0402 -0.0840 0.0192 0.000
C -3.463550 -1.929302 -2.147651 -0.0226 0.1063 -0.0421 0.000
C -2.589671 -0.927391 -1.698017 0.3528 -0.0645 0.2233 0.001
C -2.953281 0.457059 -1.798064 0.1250 0.2076 -0.3085 0.000
N -2.238006 1.371698 -1.241097 -0.1598 -0.0680 0.2120 0.000
N -2.523848 2.688158 -1.468216 -0.2093 0.6092 -0.1888 0.000
C -1.723193 3.425221 -0.758968 -0.7421 -0.2787 -0.6776 0.000
O -0.854292 2.859468 0.046646 0.2429 0.7727 -0.1752 0.001
C -1.736874 4.887955 -0.887497 0.1340 0.1978 0.1308 0.000
C -2.911504 5.573098 -1.186156 -0.0307 -0.1327 0.0173 0.000
C -2.890760 6.951116 -1.314251 0.0284 0.0506 -0.0549 0.000
C -1.698390 7.647176 -1.169837 0.0201 0.0004 0.0074 0.000
C -0.522620 6.966919 -0.885098 0.0203 0.0183 -0.0359 0.000
C -0.543084 5.592077 -0.733104 -0.0639 -0.1180 0.0490 0.000
H 0.100923 -2.887820 -1.047090 0.0107 -0.0406 -0.0008 0.014
H -1.449273 -4.615540 -1.846656 -0.0140 -0.0152 0.0062 0.000
H -3.762174 -4.012341 -2.510530 -0.0136 0.0128 -0.0349 0.000
H -4.457953 -1.642814 -2.466432 -0.0139 -0.0081 -0.0177 0.000
H -3.807946 0.754897 -2.401064 0.0294 0.0370 -0.0011 0.000
H -3.830978 5.016363 -1.302886 -0.0193 0.0092 -0.0247 0.000
H -3.800818 7.489438 -1.540811 -0.0299 -0.0317 0.0179 0.000
H -1.682620 8.722689 -1.282978 -0.0134 0.0094 -0.0030 0.000
H 0.410131 7.507066 -0.796301 -0.0026 0.0120 0.0362 0.000
H 0.368826 5.049790 -0.516408 0.0149 0.0368 0.0241 0.000
N -2.622525 0.850318 1.268365 -0.8563 -0.2267 0.2545 0.000
C -3.575050 0.144810 1.410194 -0.1376 0.1515 0.1043 0.000
N -4.474167 -0.618529 1.736481 0.3413 -0.0861 0.4751 0.000
C -5.609078 -1.139414 1.346568 -0.2293 -0.0505 -0.3823 0.000
N -6.595775 -1.662232 1.055983 0.0594 0.0754 -0.0003 0.000
Ge 2.314294 -1.732211 -0.049451 1.7648 -0.7025 0.2280 0.437
C 3.170537 -1.827272 -1.822536 -0.5768 -0.0599 0.3276 0.079
C 2.966844 -2.883790 -2.706630 -0.0033 -0.0288 0.0336 0.024
C 3.558182 -2.872599 -3.960623 -0.0316 -0.0689 -0.0293 -0.001
C 4.344509 -1.797818 -4.349544 0.0068 0.0354 0.0277 0.025
C 4.556540 -0.742425 -3.473193 0.0127 0.0457 -0.0470 -0.002
C 3.961114 -0.751327 -2.222300 0.0208 0.0053 0.1101 0.027
C 2.219531 -3.377115 1.061522 -0.3361 0.4796 -0.3938 0.083
C 2.572528 -3.245916 2.405480 0.0467 0.0957 -0.0535 0.029
C 2.382068 -4.290698 3.296490 -0.0138 0.0062 0.0701 -0.001
C 1.808863 -5.478357 2.862921 0.0296 0.0939 -0.0032 0.025
C 1.474885 -5.628485 1.524289 -0.0413 -0.0863 -0.0066 -0.001
C 1.672781 -4.585788 0.631801 -0.0068 -0.0260 -0.0614 0.023
H 3.416269 -0.910483 0.741929 -0.4883 0.1069 -0.0568 0.063
H 2.361861 -3.731309 -2.406257 -0.0142 -0.0203 -0.0756 0.001
H 3.405776 -3.704691 -4.635127 -0.0074 0.0005 -0.0158 0.000
H 4.790449 -1.779415 -5.334655 0.0384 -0.0314 0.0059 0.002
H 5.189572 0.086207 -3.762142 -0.0181 0.0122 -0.0280 0.000
H 4.139403 0.072730 -1.538160 0.0298 0.0057 -0.0272 0.001
H 3.023976 -2.320596 2.747585 -0.0041 -0.0233 0.0669 0.001
H 2.679179 -4.172400 4.330408 -0.0216 -0.0226 0.0179 0.000
H 1.619827 -6.277165 3.567068 0.0607 -0.0460 -0.0261 0.002
H 1.049955 -6.560665 1.175870 -0.0004 -0.0091 -0.0073 0.000
H 1.411042 -4.733305 -0.409827 -0.0476 0.0105 0.0052 0.001